w) Below is 2 unconnected molecules or ions with the total composition C3H10O3, with properties calculated with ωB97M-V/def2-TZVPD.

Each line ends with the Löwdin charge.
CARTESIAN COORDINATES (ANGSTROEM)
1 O -0.5483 -1.0308 2.1860  -0.059
2 C 0.2136 -0.5522 1.1066  -0.290
3 C -0.4123 -0.8783 -0.2457  -0.177
4 C 0.4288 -0.3991 -1.4258  -0.244
5 O 1.7346 -1.0209 -1.4137  -0.084
6 H -1.4700 -1.0882 1.9208  0.080
7 H 1.1846 -1.0189 1.2184  0.112
8 H 0.3465 0.5457 1.1541  0.119
9 H -1.4429 -0.5323 -0.3153  0.117
10 H -0.4283 -1.9718 -0.3106  0.122
11 H 0.5584 0.6911 -1.4033  0.112
12 H -0.0077 -0.7246 -2.3643  0.114
13 H 2.2332 -0.5914 -0.7028  0.076
14 O -1.2659 3.1392 -0.2515  -0.069
15 H -1.4544 3.7752 0.4550  0.038
16 H -0.4818 3.5567 -0.6346  0.034

Properties
Lowest unoccupied orbital energy in eV: 0.583
E_HOMO in eV: -10.2
Structure (SMILES): OCCCO.O

x) Below is 3 unconnected molecules or ions with the total composition C3H10O3, with properties calculated with ωB97M-V/def2-TZVPD.

Each line ends with the Löwdin charge.
CARTESIAN COORDINATES (ANGSTROEM)
1 C -0.9944 1.9756 -0.6122  -0.097
2 C -0.0033 1.1051 0.1268  -0.125
3 C 0.0246 -0.2131 -0.0111  -0.222
4 O 0.7285 -1.0220 0.8634  -0.027
5 H -0.6508 2.2090 -1.6164  0.072
6 H -1.9915 1.5492 -0.6146  0.073
7 H -1.1182 2.9200 -0.0801  0.068
8 H 0.6751 1.5991 0.8100  0.108
9 H -0.7034 -0.7337 -0.6279  0.113
10 H 1.5530 -1.3353 0.5573  0.073
11 O 0.0761 -0.5098 -3.3860  -0.062
12 H -0.2725 -1.3505 -3.0924  0.023
13 H 0.8381 -0.4349 -2.7841  0.034
14 O 0.4675 -1.9562 3.8665  -0.062
15 H 0.2081 -1.3428 3.1781  0.003
16 H 1.1630 -2.4598 3.4228  0.030

Properties
Lowest unoccupied orbital energy in eV: 0.320
E_HOMO in eV: -9.7
Structure (SMILES): C/C=C/O.O.O

It is x) that is the least stable of them.

w) Below is 15 unconnected molecules or ions with the total composition H31O15, with properties calculated with ωB97M-V/def2-TZVPD.

Each line ends with the Löwdin charge.
CARTESIAN COORDINATES (ANGSTROEM)
1 O -3.4622 -0.3775 1.6902  -0.145
2 H 2.2202 -3.0572 -1.0146  0.015
3 H -4.2497 -0.7057 2.3497  0.148
4 O 1.9471 -1.9177 3.0600  0.071
5 H 2.4922 -1.9446 2.3679  -0.029
6 H 2.2960 -1.7270 3.8628  0.010
7 O 2.5347 -3.5663 -0.2810  -0.001
8 H -1.4604 2.1225 -1.9873  -0.038
9 H 2.1328 -4.3820 -0.3177  0.007
10 O 1.0300 3.6179 -0.1692  0.077
11 H 1.2251 2.8567 0.1239  -0.083
12 H 1.2671 3.5012 -1.0470  -0.001
13 O 3.6331 1.6744 0.0809  -0.050
14 H 4.3284 2.1784 -0.3180  0.034
15 H 3.9560 0.8175 -0.2285  0.012
16 O -1.5130 2.5185 -1.1704  -0.064
17 H -0.6874 3.1099 -0.9913  0.085
18 H -1.7127 -1.8741 1.1155  0.250
19 O -1.0416 0.1783 3.4280  -0.073
20 H -0.5534 0.7272 4.1368  0.130
21 H -1.4972 0.9203 3.0191  0.015
22 O -1.6736 -0.7209 -1.0520  -0.042
23 H -1.5126 -1.2629 -1.8372  0.056
24 H -2.3806 -0.1866 -1.3941  0.004
25 O -0.8316 -1.2476 1.4858  0.045
26 H -0.8544 -1.4523 2.4694  0.110
27 H -1.0641 -0.2103 1.1786  0.213
28 O 1.7790 1.9885 -2.7417  -0.006
29 H -3.3880 1.4536 -2.6063  0.032
30 O 0.7862 -0.6415 -4.0495  -0.108
31 H 0.3412 -0.9932 -4.9062  0.098
32 H 1.6769 -0.8249 -4.4501  0.065
33 O -2.5259 2.4833 1.3766  -0.112
34 H -3.3088 3.0313 1.0514  0.092
35 H -1.9405 2.2664 0.5935  0.014
36 O -0.4619 -3.8644 2.4071  -0.047
37 H 0.4427 -3.6024 2.7212  0.046
38 H -0.0164 -4.3358 1.7161  0.023
39 O -2.7846 0.9614 -3.1161  -0.037
40 H -3.4731 0.4677 2.2503  0.046
41 H -2.8490 0.8539 -4.0952  0.099
42 O 2.5794 -0.8226 -0.5274  -0.101
43 H 3.1431 -1.5310 -0.0583  0.080
44 H 2.1890 -1.1272 -1.4040  0.063
45 H 1.4537 1.6099 -3.4946  -0.038
46 H 1.8226 1.1911 -2.1777  0.035

Properties
Net charge: +1
Lowest unoccupied orbital energy in eV: -2.910
E_HOMO in eV: -13.6

x) Below is 15 unconnected molecules or ions with the total composition H31O15, with properties calculated with ωB97M-V/def2-TZVPD.

Each line ends with the Löwdin charge.
CARTESIAN COORDINATES (ANGSTROEM)
1 O -0.3165 -3.9254 -0.1588  -0.042
2 H -0.4837 -1.6138 -0.5757  0.015
3 H -0.7699 -3.9342 0.6227  -0.012
4 O -1.1265 3.3692 1.9935  -0.018
5 H -0.5759 3.7054 2.7476  0.092
6 H -1.2518 4.0906 1.4670  0.002
7 O -0.9780 -0.8465 -0.7302  -0.013
8 H 2.8351 1.9166 2.9862  0.079
9 H -0.3331 -0.3427 -0.2185  0.074
10 O 3.2493 -1.1738 -0.9740  -0.158
11 H 4.2770 -1.0999 -0.6752  0.127
12 H 3.2113 -2.1666 -1.1893  0.048
13 O 1.2545 2.2984 0.1134  -0.086
14 H 1.7825 2.3401 0.9371  0.024
15 H 1.0548 1.3730 0.2661  0.024
16 O 2.4245 1.1017 2.6216  -0.045
17 H -0.9762 -0.7387 -3.1268  -0.008
18 H 3.3184 2.5607 0.0061  -0.010
19 O -1.5910 -0.5041 -3.8010  -0.014
20 H -2.6487 -0.1246 -2.6238  0.058
21 H 3.3515 2.6320 -1.5802  0.080
22 O -3.1612 -0.8073 0.4161  0.104
23 H -3.1570 -0.1181 1.0557  0.065
24 H -2.1971 -0.8312 0.2768  0.033
25 O 3.7530 3.0291 -0.7239  -0.096
26 H 2.0408 0.8567 3.4567  0.034
27 H 0.9542 1.8868 -2.0875  0.010
28 O -2.3308 0.7089 3.7618  -0.097
29 H 2.6976 -3.0587 2.9997  0.089
30 O 0.4910 -2.5862 -2.4647  -0.096
31 H 1.0233 -2.8867 -1.7040  0.006
32 H 1.2687 -2.3508 -3.1175  0.119
33 O -3.4635 0.1085 -2.0107  -0.106
34 H -3.4855 -0.4659 -0.6328  0.150
35 H -4.4389 -0.2641 -2.3081  0.190
36 O 0.1611 1.5423 -1.7725  -0.061
37 H -1.5644 -0.9842 -4.6458  0.107
38 H -0.1854 0.8792 -2.4711  0.077
39 O 2.2005 -2.7697 2.1393  -0.150
40 H 0.6548 -4.2383 0.0621  0.122
41 H 2.3859 -1.7815 2.4145  0.066
42 O -2.0452 1.0480 0.6423  -0.117
43 H -1.8568 1.6494 -0.2549  0.186
44 H -2.0341 1.6749 1.3651  0.010
45 H -1.3475 1.0172 3.4466  0.107
46 H -2.0711 -0.1758 4.0490  0.029

Properties
Net charge: +1
Lowest unoccupied orbital energy in eV: -3.021
E_HOMO in eV: -13.1

It is x) that is the least stable of them.

w) Below is C2H6N2O in the gas phase, with properties calculated with ωB97M-V/def2-TZVPD.

Each line ends with the Löwdin charge.
CARTESIAN COORDINATES (ANGSTROEM)
1 C -1.1023 -0.8848 0.1415  -0.130
2 N -0.7714 0.4964 -0.1922  -0.139
3 N 0.5194 0.9033 0.2026  -0.033
4 C 1.6059 0.5407 -0.5280  -0.326
5 O 2.7777 0.5047 -0.0728  -0.019
6 H -1.2169 -1.1488 1.1835  0.060
7 H -2.0729 -1.1495 -0.3375  0.085
8 H -0.2383 -1.4796 -0.3372  0.104
9 H -1.5135 1.1070 0.2845  0.145
10 H 0.7588 0.8526 1.1670  0.128
11 H 1.2536 0.2581 -1.5114  0.124

Properties
Lowest unoccupied orbital energy in eV: 0.883
E_HOMO in eV: -9.9
Structure (SMILES): CNNC=O

x) Below is C2H6N2O in the gas phase, with properties calculated with ωB97M-V/def2-TZVPD.

Each line ends with the Löwdin charge.
CARTESIAN COORDINATES (ANGSTROEM)
1 N -0.7430 -1.2540 -1.2218  0.012
2 C -0.4277 0.1698 -1.0592  -0.272
3 N 0.7413 0.4378 -0.2457  0.011
4 C 0.7233 0.3704 1.1155  -0.364
5 O -0.3094 0.3904 1.7485  0.018
6 H 0.0785 -1.8090 -1.4334  0.063
7 H -1.1063 -1.5572 -0.3255  0.062
8 H -1.2919 0.5546 -0.5294  0.112
9 H -0.2845 0.6529 -2.0215  0.112
10 H 1.6268 0.5571 -0.7088  0.122
11 H 1.7190 0.2700 1.5541  0.124

Properties
Lowest unoccupied orbital energy in eV: 0.848
E_HOMO in eV: -9.6
Structure (SMILES): NCNC=O

y) Below is C2H6N2O in the gas phase, with properties calculated with ωB97M-V/def2-TZVPD.

Each line ends with the Löwdin charge.
CARTESIAN COORDINATES (ANGSTROEM)
1 N 1.4535 0.0937 1.1652  0.000
2 C 0.2307 -0.5891 0.4311  -0.148
3 C -0.0456 -0.0878 -1.0221  -0.490
4 N -1.2766 0.4779 -1.0908  0.155
5 O 0.7823 -0.1941 -1.9642  0.017
6 H 1.4384 -0.1192 2.1499  0.039
7 H 1.2730 1.1057 1.0747  0.061
8 H -0.7138 -0.3471 1.0352  0.103
9 H 0.3167 -1.6523 0.5025  0.090
10 H -1.9609 0.2546 -0.4252  0.077
11 H -1.4977 1.0576 -1.8562  0.098

Properties
Lowest unoccupied orbital energy in eV: 0.770
E_HOMO in eV: -9.7
Structure (SMILES): NCC(N)=O

It is w) that is the least stable of them.

w) Below is C2H6N2O in the gas phase, with properties calculated with ωB97M-V/def2-TZVPD.

Each line ends with the Löwdin charge.
CARTESIAN COORDINATES (ANGSTROEM)
1 C 0.8262 1.1806 -0.8231  -0.228
2 N 1.2536 0.1653 -0.0888  -0.079
3 N 0.2689 -0.9860 -0.1513  0.031
4 C -0.8816 -0.8132 0.4644  -0.315
5 O -1.6215 0.2666 0.6603  -0.094
6 H 1.2808 1.0574 -1.9193  0.113
7 H 1.3135 2.1278 -0.4687  0.096
8 H -0.3816 1.3779 -0.8203  0.130
9 H 1.0558 0.4151 0.7833  0.045
10 H 0.8150 -1.8443 0.1466  0.165
11 H -1.4363 -1.7268 0.8291  0.134

Properties
Lowest unoccupied orbital energy in eV: 0.787
E_HOMO in eV: -9.5
Structure (SMILES): CNNC=O

x) Below is C2H6N2O in the gas phase, with properties calculated with ωB97M-V/def2-TZVPD.

Each line ends with the Löwdin charge.
CARTESIAN COORDINATES (ANGSTROEM)
1 N -1.5814 -0.6811 -0.3431  -0.066
2 C -1.0720 0.4762 0.4689  -0.267
3 C 0.3184 1.0426 -0.0676  -0.159
4 N 1.3712 0.3514 -0.3588  -0.053
5 O 1.2888 -0.9234 0.1689  -0.159
6 H -1.6496 -0.4205 -1.3529  0.070
7 H -0.9577 -1.6584 -0.1523  0.151
8 H -1.7838 1.3064 0.4509  0.093
9 H -0.9159 0.0434 1.5147  0.106
10 H 0.1827 2.0671 -0.4865  0.103
11 H 0.8071 -0.7567 1.1798  0.181

Properties
Lowest unoccupied orbital energy in eV: 0.620
E_HOMO in eV: -9.3
Structure (SMILES): NC/C=N\O

It is x) that is the least stable of them.

w) Below is C2H6N2O in the gas phase, with properties calculated with ωB97M-V/def2-TZVPD.

Each line ends with the Löwdin charge.
CARTESIAN COORDINATES (ANGSTROEM)
1 N -1.6999 -0.5410 -0.2045  -0.035
2 N -1.1747 0.7305 -0.2524  -0.091
3 C 0.0373 0.9706 0.1773  -0.139
4 C 1.0113 -0.1916 0.4079  -0.231
5 O 2.2653 -0.0621 -0.3938  -0.125
6 H -2.5559 -0.5559 -0.7792  0.086
7 H -2.0715 -0.6727 0.7237  0.083
8 H 0.3748 2.0007 -0.0867  0.114
9 H 1.2707 -0.2820 1.5796  0.149
10 H 0.5427 -1.1465 0.1770  0.079
11 H 1.9999 -0.2501 -1.3490  0.111

Properties
Lowest unoccupied orbital energy in eV: 1.013
E_HOMO in eV: -8.8
Structure (SMILES): N/N=C\CO

x) Below is 2 unconnected molecules or ions with the total composition C2H6N2O, with properties calculated with ωB97M-V/def2-TZVPD.

Each line ends with the Löwdin charge.
CARTESIAN COORDINATES (ANGSTROEM)
1 N 0.2346 -0.4850 -1.9201  0.115
2 C 0.1012 0.7946 -1.4686  -0.457
3 O 0.5964 1.7938 -1.9314  0.013
4 H 1.0040 -0.5835 -2.5696  0.103
5 H 0.0777 -1.2232 -1.2554  0.079
6 H -0.7469 0.9251 -0.7699  0.109
7 C -0.4589 -0.5831 1.8691  -0.154
8 N 0.4903 0.2431 1.7619  0.024
9 H -0.2519 -1.6273 1.6315  0.058
10 H -1.3995 -0.3650 2.3738  0.062
11 H 0.3530 1.1106 2.2788  0.048

Properties
Lowest unoccupied orbital energy in eV: 0.811
E_HOMO in eV: -9.8
Structure (SMILES): NC=O.C=N

It is w) that is the least stable of them.

w) Below is C19H25N5O4 in the gas phase, with properties calculated with ωB97M-V/def2-TZVPD.

Each line ends with the Löwdin charge.
CARTESIAN COORDINATES (ANGSTROEM)
1 C 0.8582 2.2411 -6.1678  0.007
2 C 1.2465 2.1872 -4.7072  -0.490
3 O 0.6919 1.4439 -3.9179  0.054
4 N 2.2550 3.0406 -4.4057  0.131
5 C 2.9046 3.4153 -3.2046  -0.147
6 C 3.4712 4.6890 -3.2205  -0.038
7 C 4.1805 5.1832 -2.1452  -0.092
8 C 4.3405 4.3938 -1.0192  -0.079
9 C 3.7907 3.1295 -0.9849  -0.003
10 C 3.0736 2.6124 -2.0646  -0.143
11 N 2.5340 1.3288 -2.0038  0.147
12 C 2.9803 0.2893 -1.2617  -0.462
13 O 3.9695 0.2943 -0.5603  0.062
14 C 2.0769 -0.9402 -1.3818  -0.038
15 C 1.1526 -0.9348 -0.1990  -0.311
16 C 1.7579 -1.2471 1.1271  -0.014
17 N -0.0508 -0.6029 -0.4414  0.115
18 N -1.0095 -0.5988 0.5299  0.063
19 C -1.3258 -1.5785 1.3971  -0.362
20 O -0.7100 -2.6252 1.5329  0.044
21 C -2.6053 -1.1689 2.1396  -0.340
22 O -3.2069 -0.1759 1.7319  0.038
23 N -3.0119 -1.8592 3.2117  -0.033
24 C -2.4338 -3.0671 3.7577  -0.145
25 C -3.4232 -4.2251 3.6160  -0.170
26 C -4.7412 -3.8800 4.3035  -0.209
27 C -5.2874 -2.5716 3.7383  -0.172
28 C -4.2414 -1.4674 3.8771  -0.137
29 H 1.7181 2.0224 -6.7976  0.087
30 H 0.4783 3.2290 -6.4212  0.087
31 H 0.0812 1.5055 -6.3541  0.087
32 H 2.5325 3.6422 -5.1710  0.137
33 H 3.3499 5.3018 -4.1041  0.110
34 H 4.6058 6.1737 -2.1904  0.102
35 H 4.8933 4.7613 -0.1689  0.104
36 H 3.9239 2.5052 -0.1176  0.109
37 H 1.7089 1.1783 -2.5971  0.087
38 H 1.4983 -0.9149 -2.3030  0.115
39 H 2.7057 -1.8302 -1.3430  0.133
40 H 1.2981 -0.6365 1.9048  0.091
41 H 1.5712 -2.2906 1.3832  0.085
42 H 2.8294 -1.0647 1.1000  0.076
43 H -1.7420 0.0997 0.3973  0.144
44 H -2.2241 -2.8918 4.8202  0.132
45 H -1.5050 -3.2981 3.2416  0.104
46 H -3.5982 -4.4124 2.5550  0.120
47 H -2.9870 -5.1243 4.0525  0.112
48 H -4.5740 -3.7709 5.3780  0.112
49 H -5.4644 -4.6840 4.1565  0.108
50 H -5.5293 -2.7005 2.6816  0.120
51 H -6.1971 -2.2760 4.2628  0.112
52 H -4.0220 -1.2905 4.9360  0.132
53 H -4.5884 -0.5391 3.4212  0.119

Properties
Lowest unoccupied orbital energy in eV: 0.552
E_HOMO in eV: -8.4
Structure (SMILES): CC(=O)Nc1ccccc1NC(=O)C/C(C)=N/NC(=O)C(=O)N1CCCCC1

x) Below is C19H25N5O4 in the gas phase, with properties calculated with ωB97M-V/def2-TZVPD.

Each line ends with the Löwdin charge.
CARTESIAN COORDINATES (ANGSTROEM)
1 O -4.1826 -4.2725 0.4784  0.116
2 C -4.0499 -3.0966 0.6912  -0.377
3 C -5.0335 -2.1401 1.3529  -0.158
4 C -5.3729 -2.4071 2.8350  -0.097
5 C -4.7190 -1.2424 3.5959  -0.142
6 C -4.6112 -0.1328 2.5423  -0.122
7 N -4.3370 -0.8689 1.3258  0.002
8 C -3.0710 -1.0277 0.8496  -0.449
9 O -2.1843 -0.2090 0.8231  0.104
10 N -2.9702 -2.3291 0.3487  0.067
11 C -1.7665 -2.8262 -0.2835  -0.112
12 C -0.6324 -2.9847 0.7300  -0.134
13 C 0.7351 -3.2494 0.0639  -0.186
14 N 1.5299 -2.1183 -0.3300  -0.179
15 C 1.2278 -1.3915 -1.5396  -0.145
16 C 0.5019 -0.0574 -1.2737  -0.130
17 N 1.2862 0.7444 -0.3601  -0.080
18 C 2.1944 1.6695 -0.7683  -0.204
19 C 2.8820 2.4773 0.1648  -0.006
20 C 3.7578 3.4511 -0.2355  0.005
21 C 3.9960 3.6683 -1.5933  -0.181
22 N 4.9072 4.6693 -2.0082  -0.372
23 O 5.0649 4.8431 -3.2067  0.060
24 O 5.4899 5.3097 -1.1470  0.060
25 C 3.3263 2.8903 -2.5371  0.006
26 C 2.4484 1.9171 -2.1353  -0.010
27 C 1.3682 0.0567 0.9095  -0.122
28 C 2.1071 -1.2840 0.6959  -0.141
29 H -5.9416 -2.1001 0.7413  0.164
30 H -6.4523 -2.4025 2.9764  0.113
31 H -4.9924 -3.3759 3.1544  0.118
32 H -3.7199 -1.5221 3.9332  0.115
33 H -5.3032 -0.9373 4.4604  0.109
34 H -3.8093 0.5797 2.7304  0.125
35 H -5.5577 0.4018 2.4290  0.127
36 H -2.0185 -3.7892 -0.7334  0.134
37 H -1.4897 -2.1195 -1.0683  0.118
38 H -0.5672 -2.0832 1.3390  0.095
39 H -0.8737 -3.8196 1.3909  0.118
40 H 0.5848 -3.8740 -0.8211  0.123
41 H 1.3454 -3.8245 0.7676  0.117
42 H 0.6427 -2.0245 -2.2075  0.120
43 H 2.1814 -1.1595 -2.0351  0.123
44 H 0.3163 0.4757 -2.2041  0.116
45 H -0.4612 -0.2285 -0.7845  0.094
46 H 2.7058 2.3560 1.2209  0.100
47 H 4.2704 4.0672 0.4873  0.119
48 H 3.5219 3.0609 -3.5847  0.120
49 H 1.9684 1.3248 -2.8965  0.098
50 H 1.9055 0.6410 1.6519  0.107
51 H 0.3471 -0.1026 1.2664  0.105
52 H 2.1475 -1.8410 1.6323  0.124
53 H 3.1359 -1.0412 0.3928  0.128

Properties
Lowest unoccupied orbital energy in eV: 0.092
E_HOMO in eV: -7.6
Structure (SMILES): O=C1[C@H]2CCCN2C(=O)N1CCCN1CCN(c2ccc([N+](=O)[O-])cc2)CC1

It is x) that is the least stable of them.